Record 1
{
  "formula": "NO4S2",
  "method": "the ωB97M-V functional and the def2-TZVPD basis",
  "elements": ["N", "O", "O", "O", "O", "S", "S"],
  "positions_angstrom": [[-0.896189, -0.489032, 0.388040], [1.808891, -0.819197, 1.242607], [-2.908705, 0.638015, -0.232924], [1.061658, 1.171917, -0.113562], [1.328119, -1.025905, -1.153273], [-1.474819, 0.809074, -0.181762], [1.081048, -0.284869, 0.050871]],
  "atomic_forces_ev_per_a": [[2.8418, 0.7200, -0.8189], [-1.9678, 1.1907, -2.0465], [-1.5685, 0.8845, -0.2890], [0.7919, -0.7068, 0.2581], [-0.4517, -0.2877, -0.2429], [0.2951, -1.9476, 0.7098], [0.0592, 0.1470, 2.4292]],
  "orbital_gap_ha": 0.34993,
  "relative_energy_ev": 0.275,
  "total_charge": -1,
  "e_tot_ha": -1152.13464,
  "multiplicity": 1,
  "mol_weight_da": 142.137
}

---

Record 2
{
  "formula": "NO4S2",
  "method": "the ωB97M-V functional and the def2-TZVPD basis",
  "elements": ["N", "O", "O", "O", "O", "S", "S"],
  "positions_angstrom": [[2.625663, -0.934692, -0.078451], [-1.844051, 1.139606, -0.430382], [1.769846, 1.425688, 0.192629], [-2.341230, -1.233939, -0.390646], [0.061361, -0.359394, 0.257236], [1.537911, 0.027109, 0.070325], [-1.809497, -0.064379, 0.379286]],
  "atomic_forces_ev_per_a": [[-1.3872, 0.1079, -0.0556], [-0.2393, 0.1886, 0.5588], [-0.7812, 2.0566, 0.1518], [1.0941, 1.6736, 1.7551], [2.8830, -0.4838, -0.1599], [0.8230, -2.4913, 0.1437], [-2.3925, -1.0517, -2.3938]],
  "orbital_gap_ha": 0.33022,
  "relative_energy_ev": 1.778,
  "total_charge": -1,
  "e_tot_ha": -1152.07939,
  "multiplicity": 1,
  "mol_weight_da": 142.137
}

---

Record 3
{
  "formula": "NO6S",
  "method": "the ωB97M-V functional and the def2-TZVPD basis",
  "elements": ["N", "O", "O", "O", "O", "O", "O", "S"],
  "positions_angstrom": [[-0.882213, -1.174669, -0.114885], [-0.910117, 0.112624, -0.316412], [0.314362, 2.307252, -0.466004], [-1.485737, -1.907302, -0.868734], [1.630536, 0.276347, -0.691245], [0.853579, 0.911640, 1.531343], [-0.227579, -1.579991, 0.807319], [0.707168, 1.054100, 0.118617]],
  "atomic_forces_ev_per_a": [[0.7497, -1.1687, 0.3243], [-0.0295, 1.4912, -0.4042], [-0.3178, -0.1965, 0.6974], [-0.7571, 0.4085, -0.6636], [-0.6405, 0.4334, 0.6201], [-0.4296, 0.5402, 0.1338], [0.4843, -0.4034, 0.9586], [0.9404, -1.1046, -1.6664]],
  "orbital_gap_ha": 0.38273,
  "relative_energy_ev": 0.115,
  "total_charge": -1,
  "e_tot_ha": -904.35373,
  "multiplicity": 1,
  "mol_weight_da": 142.068
}

---

Record 4
{
  "formula": "NO6S",
  "method": "the ωB97M-V functional and the def2-TZVPD basis",
  "elements": ["N", "O", "O", "O", "O", "O", "O", "S"],
  "positions_angstrom": [[-1.542428, 0.068686, 0.034098], [-1.521624, -1.114488, 0.294560], [1.369986, -0.633106, -1.371936], [-2.589820, 0.689283, -0.100568], [1.374710, -0.827311, 1.194890], [1.965299, 1.255760, 0.033893], [-0.385535, 0.623448, -0.032435], [1.329415, -0.062269, -0.052500]],
  "atomic_forces_ev_per_a": [[-0.9810, -2.6291, 0.8130], [-0.3575, -1.0217, -0.0335], [-0.1609, -0.7464, 0.8573], [1.1895, 0.9091, -0.2722], [-0.1078, 0.3396, -2.2384], [-0.7998, -1.6049, -0.0370], [0.3054, 3.1448, -0.5899], [0.9120, 1.6086, 1.5006]],
  "orbital_gap_ha": 0.38375,
  "relative_energy_ev": 0.388,
  "total_charge": -1,
  "e_tot_ha": -904.34370,
  "multiplicity": 1,
  "mol_weight_da": 142.068
}

---

Record 5
{
  "formula": "O4PSn",
  "method": "the ωB97M-V functional and the def2-TZVPD basis",
  "elements": ["Sn", "P", "O", "O", "O", "O"],
  "positions_angstrom": [[0.477049, 13.847017, -25.652178], [-0.335029, 10.673192, -24.736933], [-1.490222, 11.650855, -24.952522], [-0.237259, 9.898665, -26.108938], [-0.837068, 9.571707, -23.827865], [1.077223, 11.275759, -24.797359]],
  "atomic_forces_ev_per_a": [[-0.7231, -3.3316, 1.2167], [-2.4834, -3.3295, -3.1718], [0.8021, 3.2627, 0.2366], [0.5137, -0.1615, 0.1889], [1.1990, 0.7048, 1.0759], [0.6915, 2.8551, 0.4538]],
  "orbital_gap_ha": 0.13562,
  "relative_energy_ev": 4.710,
  "total_charge": -1,
  "e_tot_ha": -856.56997,
  "multiplicity": 1,
  "mol_weight_da": 213.681
}

---

Record 6
{
  "formula": "O4S2",
  "method": "the ωB97M-V functional and the def2-TZVPD basis",
  "elements": ["O", "O", "O", "O", "S", "S"],
  "positions_angstrom": [[-1.119468, -0.459231, 0.135138], [-0.550981, 0.501264, -2.099745], [0.478505, 0.197142, 2.030602], [1.124585, -0.170449, -0.330085], [0.293098, -0.756045, 1.024045], [-0.225740, 0.687319, -0.759955]],
  "atomic_forces_ev_per_a": [[1.7242, 0.6522, 0.2497], [-0.3241, -0.6487, -2.6484], [0.0091, 1.7591, 1.8664], [-0.9033, -0.3002, 0.1619], [0.0419, -3.2170, -0.9288], [-0.5478, 1.7546, 1.2992]],
  "orbital_gap_ha": 0.39055,
  "relative_energy_ev": 1.371,
  "total_charge": 0,
  "e_tot_ha": -1097.26719,
  "multiplicity": 1,
  "mol_weight_da": 128.130
}

---

Record 7
{
  "formula": "O5S",
  "method": "the ωB97M-V functional and the def2-TZVPD basis",
  "elements": ["O", "O", "O", "O", "O", "S"],
  "positions_angstrom": [[-0.558968, 0.192924, -1.132662], [0.757812, -0.127596, -0.944390], [1.350770, 0.730115, -0.139764], [-0.913150, -1.491113, 0.558575], [0.508106, 0.770181, 1.098171], [-1.144570, -0.074512, 0.560068]],
  "atomic_forces_ev_per_a": [[-1.6506, 1.9791, 1.5001], [1.0707, -2.8647, -1.3443], [-0.6765, 2.1088, 1.6223], [-0.8238, 0.4329, 1.4590], [-1.9589, -1.5742, -1.2726], [4.0392, -0.0820, -1.9645]],
  "orbital_gap_ha": 0.34254,
  "relative_energy_ev": 1.169,
  "total_charge": 0,
  "e_tot_ha": -774.05042,
  "multiplicity": 1,
  "mol_weight_da": 112.062
}

---

Record 8
{
  "formula": "S2",
  "method": "the ωB97M-V functional and the def2-TZVPD basis",
  "elements": ["S", "S"],
  "positions_angstrom": [[0.000000, 0.000000, 0.961021], [0.000000, 0.000000, -0.961021]],
  "atomic_forces_ev_per_a": [[0.0000, 0.0000, -1.2254], [0.0000, 0.0000, 1.2254]],
  "orbital_gap_ha": 0.21144,
  "relative_energy_ev": 0.025,
  "total_charge": 0,
  "e_tot_ha": -796.32006,
  "multiplicity": 1,
  "mol_weight_da": 64.134
}

---

Record 9
{
  "formula": "S2",
  "method": "the ωB97M-V functional and the def2-TZVPD basis",
  "elements": ["S", "S"],
  "positions_angstrom": [[0.000000, 0.000000, 1.570153], [0.000000, 0.000000, -1.570153]],
  "atomic_forces_ev_per_a": [[0.0000, 0.0000, -3.9478], [0.0000, 0.0000, 3.9478]],
  "orbital_gap_ha": 0.17642,
  "relative_energy_ev": 6.018,
  "total_charge": 0,
  "e_tot_ha": -796.09981,
  "multiplicity": 1,
  "mol_weight_da": 64.134
}